Entry 1:
The following is a quantum chemistry calculation of C26H27IrN2O6S3Te as an isolated structure at a distorted geometry, from the Open Molecules 2025 dataset.

ORCA input file:
```
! wB97M-V def2-TZVPD RIJCOSX def2/J DEFGRID3
* xyz 1 2
Ir -0.170 -0.071 -0.007
C -1.838 -2.612 1.460
O -0.546 -2.195 0.980
C 0.507 -2.733 1.781
C 1.504 -1.644 2.057
O 1.872 -0.937 0.874
C 2.814 -1.577 0.000
C 2.192 -2.250 -1.201
O 1.370 -1.313 -1.862
C 1.326 -1.490 -3.275
H -2.051 -2.170 2.431
H -1.867 -3.701 1.519
H -2.584 -2.267 0.747
H 0.949 -3.583 1.253
H 0.120 -3.087 2.739
H 2.390 -2.050 2.552
H 1.046 -0.888 2.696
H 3.408 -2.297 0.568
H 3.472 -0.779 -0.348
H 1.605 -3.134 -0.922
H 3.005 -2.572 -1.860
H 2.332 -1.412 -3.693
H 0.698 -0.700 -3.678
H 0.896 -2.459 -3.541
S -1.361 1.423 -2.908
C -0.104 2.112 -1.937
N 0.596 1.505 -1.000
C 1.571 2.376 -0.466
C 2.505 2.083 0.526
C 3.314 3.096 0.988
C 3.228 4.394 0.468
C 2.348 4.684 -0.549
C 1.530 3.655 -1.013
S 0.305 3.747 -2.229
H 2.554 1.094 0.951
H 4.022 2.889 1.780
H 3.854 5.177 0.874
H 2.286 5.677 -0.971
Te -2.491 0.121 -1.157
C -2.566 -1.593 -2.358
C -3.620 -1.707 -3.262
C -3.740 -2.851 -4.035
C -2.823 -3.883 -3.893
C -1.800 -3.785 -2.960
C -1.669 -2.642 -2.186
H -4.342 -0.905 -3.366
H -4.560 -2.946 -4.734
H -2.910 -4.770 -4.507
H -1.113 -4.611 -2.820
H -0.883 -2.560 -1.446
O -4.233 0.590 1.430
S -3.338 0.392 2.553
O -3.601 -0.740 3.396
N -1.817 0.385 1.966
C -1.187 1.534 2.226
O -0.090 1.799 1.704
C -1.921 2.414 3.183
C -1.485 3.578 3.785
C -2.296 4.148 4.760
C -3.519 3.574 5.098
C -3.984 2.436 4.448
C -3.160 1.879 3.494
H -0.527 4.004 3.517
H -1.969 5.043 5.271
H -4.112 4.014 5.888
H -4.947 2.005 4.684
*
```

**Total energy**: -3134.54456 Ha
**HOMO level (spin up / spin down)**: -10.9 / -10.9 eV
**ΔE to the lowest compared entry with this formula, charge and spin**: 94.1 kJ/mol



Entry 2:
The following is a quantum chemistry calculation of C26H27IrN4OPS2Te as an isolated structure at a distorted geometry, from the Open Molecules 2025 dataset.

ORCA input file:
```
! wB97M-V def2-TZVPD RIJCOSX def2/J DEFGRID3
* xyz 2 2
Ir 0.508 1.279 0.140
S 0.890 3.358 -0.878
C -0.524 3.136 -1.829
S -1.084 1.412 -1.650
C -1.195 4.049 -2.560
C -2.412 3.692 -3.223
N -3.423 3.369 -3.667
C -0.764 5.417 -2.558
N -0.432 6.515 -2.502
N 2.591 1.320 0.577
C 3.373 0.203 0.028
C 4.739 0.328 -0.155
C 5.448 -0.770 -0.617
C 4.798 -1.971 -0.885
C 3.426 -2.068 -0.734
C 2.704 -0.963 -0.288
P 0.920 -0.898 -0.075
C 0.594 -1.911 1.395
C 0.650 -3.306 1.349
C 0.499 -4.048 2.509
C 0.292 -3.407 3.724
C 0.230 -2.023 3.778
C 0.381 -1.277 2.617
C 0.143 -1.733 -1.470
C 0.687 -1.565 -2.744
C 0.075 -2.148 -3.844
C -1.080 -2.899 -3.678
C -1.634 -3.061 -2.414
C -1.028 -2.474 -1.311
H 2.969 2.192 0.215
H 2.729 1.350 1.587
H 5.247 1.262 0.058
H 6.516 -0.688 -0.768
H 5.366 -2.826 -1.225
H 2.916 -2.994 -0.974
H 0.817 -3.819 0.409
H 0.548 -5.128 2.467
H 0.181 -3.989 4.629
H 0.069 -1.525 4.726
H 0.334 -0.194 2.665
H 1.597 -0.990 -2.879
H 0.502 -2.018 -4.830
H -1.545 -3.370 -4.534
H -2.530 -3.654 -2.285
H -1.454 -2.622 -0.325
C -1.004 2.250 4.028
C -1.087 2.895 2.676
N -1.034 4.223 2.617
O -1.189 2.215 1.632
H -1.561 2.812 4.776
H 0.040 2.219 4.348
H -1.386 1.235 3.968
H -0.971 4.786 3.449
H -1.037 4.687 1.722
C -3.159 0.022 0.508
Te -3.250 1.772 -0.642
C -4.492 0.884 -2.105
H -2.674 -0.741 -0.098
H -4.183 -0.266 0.741
H -2.594 0.243 1.409
H -5.294 0.370 -1.578
H -3.881 0.185 -2.673
H -4.879 1.667 -2.749
*
```

**Total energy**: -2810.77529 Ha
**HOMO level (spin up / spin down)**: -14.0 / -14.1 eV
**ΔE to the lowest compared entry with this formula, charge and spin**: 199.0 kJ/mol



Entry 3:
The following is a quantum chemistry calculation of a 2-piece molecular cluster, C26H27N3O7S overall at a distorted geometry, from the Open Molecules 2025 dataset.

ORCA input file:
```
! wB97M-V def2-TZVPD RIJCOSX def2/J DEFGRID3
* xyz 0 1
O -2.438 -0.741 -3.422
C -1.471 -0.878 -2.721
O -1.394 -0.232 -1.459
C -0.045 0.160 -1.203
C 0.449 1.440 -1.880
C 1.803 1.977 -1.721
C 2.270 3.325 -2.397
O 3.357 3.959 -1.700
O 2.919 4.496 -0.519
C 2.761 1.174 -0.864
N 4.070 1.438 -0.542
S 4.640 0.212 0.437
N 3.259 -0.699 0.533
C 2.240 -0.122 -0.189
C 0.813 -0.635 -0.335
C 0.345 -1.938 0.419
C -0.671 -1.629 1.629
C 0.021 -1.773 3.073
C 1.391 -0.977 3.003
N 1.849 -0.420 4.289
C 1.352 0.657 5.042
C 2.251 0.769 6.215
C 3.316 -0.285 6.124
C 2.987 -0.998 4.878
C -0.264 -1.767 -3.220
C -0.131 -3.191 -2.813
C 0.972 -4.067 -3.246
C 2.014 -3.532 -4.168
C 1.897 -2.104 -4.571
C 0.783 -1.229 -4.119
H -0.297 1.977 -2.531
H 2.556 3.218 -3.477
H 1.402 4.056 -2.359
H 2.772 3.779 0.133
H 1.231 -2.544 0.764
H -0.224 -2.592 -0.300
H -1.521 -2.368 1.579
H -1.081 -0.592 1.465
H -0.659 -1.463 3.910
H 0.223 -2.886 3.178
H 2.167 -1.677 2.603
H 1.207 -0.088 2.320
H 0.475 1.286 4.770
H 2.206 1.529 7.042
H 4.188 -0.523 6.773
H 3.524 -1.866 4.428
H -0.934 -3.594 -2.137
H 0.997 -5.127 -2.897
H 2.849 -4.186 -4.528
H 2.680 -1.661 -5.242
H 0.706 -0.153 -4.436
C -3.608 1.677 -1.258
C -4.937 1.312 -0.637
C -5.999 2.361 -0.815
O -6.824 2.161 0.331
C -6.033 1.617 1.298
O -6.350 1.499 2.440
O -4.831 1.228 0.787
H -3.718 1.920 -2.317
H -3.154 2.528 -0.741
H -2.905 0.843 -1.165
H -5.272 0.338 -1.010
H -6.572 2.219 -1.732
H -5.611 3.383 -0.792
*
```

**Total energy**: -2095.81623 Ha
**HOMO level**: -8.0 eV
**SMILES string**: O=C(Oc1cc(COO)c2nsnc2c1CCCCn1cccc1)c1ccccc1.C[C@@H]1COC(=O)O1



Entry 4:
The following is a quantum chemistry calculation of a 2-piece molecular cluster, C26H27N5O2S overall at a distorted geometry, from the Open Molecules 2025 dataset.

ORCA input file:
```
! wB97M-V def2-TZVPD RIJCOSX def2/J DEFGRID3
* xyz 0 1
C 2.635 1.349 1.923
N 2.734 0.011 1.386
C 3.961 -0.546 1.094
S 5.349 0.313 1.350
N 4.006 -1.827 0.588
C 5.270 -2.486 0.347
C 2.851 -2.571 0.276
O 2.935 -3.690 -0.197
C 1.551 -1.961 0.521
C 0.432 -2.661 0.187
C -0.940 -2.177 0.281
C -1.305 -0.923 -0.230
C -2.567 -0.409 -0.059
C -3.544 -1.181 0.611
N -4.849 -0.709 0.737
C -5.267 0.564 0.114
C -4.125 1.578 0.071
C -2.882 0.963 -0.587
C -5.915 -1.545 1.328
C -5.377 -2.473 2.416
C -4.182 -3.281 1.892
C -3.189 -2.446 1.134
C -1.917 -2.929 0.943
C 1.514 -0.662 1.188
O 0.480 -0.153 1.580
H 1.590 1.653 1.967
H 3.056 1.375 2.925
H 3.178 2.033 1.277
H 5.089 -3.480 -0.056
H 5.852 -1.910 -0.368
H 5.817 -2.574 1.282
H 0.583 -3.672 -0.165
H -0.554 -0.331 -0.726
H -5.609 0.336 -0.899
H -6.133 0.960 0.654
H -4.439 2.492 -0.452
H -3.883 1.894 1.093
H -2.014 1.619 -0.446
H -3.028 0.899 -1.671
H -6.709 -0.898 1.713
H -6.358 -2.133 0.519
H -5.073 -1.878 3.286
H -6.171 -3.140 2.780
H -3.670 -3.782 2.723
H -4.539 -4.082 1.234
H -1.646 -3.888 1.351
C 1.248 3.371 -1.760
C 0.217 3.053 -2.555
N -0.669 2.761 -3.277
N 2.558 3.307 -2.171
C 3.559 3.633 -1.272
C 4.872 3.566 -1.626
C 5.220 3.170 -2.906
C 4.230 2.845 -3.818
C 2.919 2.915 -3.447
H 1.061 3.669 -0.744
H 3.267 3.939 -0.284
H 5.638 3.819 -0.913
H 6.256 3.113 -3.191
H 4.491 2.536 -4.815
H 2.135 2.661 -4.138
*
```

**Total energy**: -1829.38660 Ha
**HOMO level**: -7.2 eV
**ΔE to the lowest compared entry with this formula, charge and spin**: 81.9 kJ/mol



Entry 5:
The following is a quantum chemistry calculation of C26H27N5Pt as an isolated structure, from the Open Molecules 2025 dataset.

ORCA input file:
```
! wB97M-V def2-TZVPD RIJCOSX def2/J DEFGRID3
* xyz 2 1
Pt 0.579 0.803 -0.043
C 1.185 0.432 -2.989
N 0.136 1.141 -2.209
C -1.266 0.818 -2.593
C -1.859 -0.138 -1.610
N -1.356 -0.270 -0.407
C -2.122 -1.230 0.246
C -2.012 -1.774 1.523
C -2.938 -2.731 1.883
C -3.950 -3.143 1.000
C -4.062 -2.619 -0.271
C -3.123 -1.659 -0.629
N -2.920 -0.943 -1.805
C 1.643 -0.770 -2.230
N 1.590 -0.813 -0.915
C 2.113 -2.042 -0.521
C 2.255 -2.629 0.735
C 2.823 -3.884 0.783
C 3.239 -4.550 -0.381
C 3.089 -3.987 -1.631
C 2.515 -2.722 -1.674
N 2.194 -1.885 -2.736
H 0.832 0.173 -3.989
H 2.032 1.113 -3.102
H 0.259 2.141 -2.345
H -1.837 1.749 -2.591
H -1.307 0.412 -3.605
H -1.225 -1.466 2.200
H -2.887 -3.179 2.865
H -4.656 -3.893 1.327
H -4.841 -2.942 -0.949
H -3.481 -1.001 -2.640
H 1.922 -2.132 1.634
H 2.952 -4.373 1.738
H 3.681 -5.532 -0.293
H 3.401 -4.507 -2.526
H 2.363 -2.072 -3.712
C 1.716 2.765 3.161
C 0.703 1.934 2.367
C -0.402 1.417 3.309
C 1.282 0.764 1.667
C 0.107 2.668 1.133
C 1.052 3.194 0.206
C 0.626 4.012 -0.860
C -0.709 4.317 -0.988
C -1.655 3.820 -0.067
C -1.262 3.026 0.977
H 2.108 2.178 3.991
H 1.222 3.647 3.569
H 2.556 3.097 2.553
H 0.031 0.791 4.088
H -1.162 0.846 2.777
H -0.877 2.269 3.799
H 1.958 0.052 2.135
H 2.108 3.115 0.419
H 1.360 4.448 -1.525
H -1.038 4.982 -1.777
H -2.695 4.098 -0.170
H -1.992 2.670 1.691
*
```

**Total energy**: -1399.56103 Ha
**HOMO level**: -14.2 eV



Entry 6:
The following is a quantum chemistry calculation of C26H27N7O2PbS3 as an isolated structure at a distorted geometry, from the Open Molecules 2025 dataset.

ORCA input file:
```
! wB97M-V def2-TZVPD RIJCOSX def2/J DEFGRID3
* xyz 0 1
Pb -0.709 1.041 -0.239
N -3.274 4.554 -1.617
C -2.574 3.683 -0.824
S -3.077 2.000 -0.972
N -1.645 4.160 -0.077
N -0.944 3.259 0.689
C -0.595 3.702 1.841
C -0.146 2.932 2.963
C 0.352 3.661 4.058
C 0.627 3.070 5.265
C 0.356 1.710 5.419
C -0.147 0.973 4.375
C -0.385 1.535 3.092
O -0.826 0.758 2.143
H -4.181 4.236 -1.913
H -3.205 5.526 -1.354
H -0.778 4.760 2.035
H 0.520 4.724 3.929
H 1.025 3.649 6.086
H 0.529 1.230 6.374
H -0.362 -0.077 4.510
S -0.192 -2.366 -8.234
N 0.347 -2.962 -6.835
C 0.121 -2.061 -5.898
C 0.479 -2.169 -4.509
C 1.132 -3.290 -3.992
C 1.485 -3.296 -2.665
C 1.153 -2.187 -1.886
N 0.512 -1.131 -2.354
C 0.188 -1.090 -3.650
C -0.465 0.126 -4.162
N -0.692 1.147 -3.317
C -1.290 2.232 -3.776
C -1.735 2.374 -5.088
C -1.483 1.359 -5.976
C -0.823 0.215 -5.524
C -0.508 -0.883 -6.401
N -0.731 -0.942 -7.701
H 1.360 -4.118 -4.650
H 2.015 -4.135 -2.236
H 1.431 -2.115 -0.843
H -1.442 3.028 -3.059
H -2.269 3.266 -5.383
H -1.782 1.412 -7.014
C 3.853 -0.448 3.009
C 3.365 -1.827 3.449
C 2.420 -2.443 2.419
S 1.003 -1.272 2.165
O 1.357 -0.624 0.859
C -0.226 -2.570 1.713
C -1.002 -3.060 2.937
C -2.229 -2.198 3.228
H 4.582 -0.055 3.717
H 3.021 0.253 2.950
H 4.315 -0.506 2.023
H 2.839 -1.736 4.404
H 4.218 -2.492 3.607
H 2.031 -3.402 2.765
H 2.914 -2.566 1.453
H 0.315 -3.375 1.216
H -0.886 -2.086 0.991
H -0.340 -3.057 3.810
H -1.318 -4.092 2.771
H -1.942 -1.151 3.281
H -2.693 -2.490 4.170
H -2.970 -2.304 2.434
*
```

**Total energy**: -2928.19223 Ha
**HOMO level**: -7.2 eV
**ΔE to the lowest compared entry with this formula, charge and spin**: 96.5 kJ/mol



Entry 7:
The following is a quantum chemistry calculation of a 13-piece molecular cluster, C26H28BBrCl48NO overall at a distorted geometry, from the Open Molecules 2025 dataset.

ORCA input file:
```
! wB97M-V def2-TZVPD RIJCOSX def2/J DEFGRID3
* xyz -1 1
C -6.034 3.350 4.676
C -5.580 3.077 3.210
C -5.431 1.581 2.852
C -4.448 1.418 1.643
C -5.072 0.706 0.425
C -3.939 0.153 -0.501
C -3.659 1.093 -1.701
C -2.645 0.449 -2.701
C -1.269 1.143 -2.626
C -0.312 0.768 -3.791
B 1.148 1.470 -3.500
C 2.419 0.417 -3.369
C 3.088 0.572 -1.987
C 4.530 0.061 -1.921
Br 1.951 -0.337 -0.662
N 1.523 2.593 -4.614
C 1.917 3.593 -4.062
O 2.358 4.504 -3.433
H -6.046 2.465 5.317
H -5.323 4.057 5.127
H -6.992 3.882 4.677
H -4.593 3.535 3.090
H -6.306 3.540 2.532
H -6.382 1.059 2.695
H -4.940 1.094 3.708
H -3.584 0.835 1.979
H -4.149 2.423 1.327
H -5.750 -0.116 0.690
H -5.636 1.411 -0.201
H -4.297 -0.804 -0.935
H -2.987 0.061 0.035
H -4.615 1.322 -2.197
H -3.234 2.054 -1.383
H -3.097 0.500 -3.700
H -2.484 -0.605 -2.431
H -0.807 0.845 -1.675
H -1.401 2.231 -2.684
H -0.727 1.271 -4.684
H -0.259 -0.319 -3.955
H 1.073 2.082 -2.447
H 3.187 0.671 -4.124
H 2.141 -0.629 -3.574
H 3.129 1.648 -1.791
H 4.660 -0.968 -2.274
H 5.232 0.728 -2.437
H 4.838 0.066 -0.862
C 2.787 6.241 -7.048
Cl 4.069 5.924 -8.232
Cl 1.336 6.809 -7.894
Cl 2.410 4.761 -6.157
Cl 3.335 7.488 -5.916
C -4.790 -4.127 -1.167
Cl -5.586 -5.017 -2.477
Cl -3.400 -3.251 -1.811
Cl -5.942 -2.987 -0.454
Cl -4.248 -5.265 0.076
C 4.732 -1.771 2.303
Cl 4.943 -2.535 0.727
Cl 5.621 -0.241 2.344
Cl 3.020 -1.467 2.591
Cl 5.364 -2.845 3.567
C -4.678 -0.817 6.227
Cl -4.258 -1.506 4.656
Cl -3.905 0.763 6.408
Cl -6.435 -0.631 6.339
Cl -4.116 -1.894 7.513
C 8.061 -2.663 6.838
Cl 9.599 -2.851 5.982
Cl 8.377 -2.195 8.514
Cl 7.096 -1.415 6.044
Cl 7.177 -4.194 6.801
C 5.001 -7.721 5.487
Cl 5.383 -6.228 4.625
Cl 3.828 -7.380 6.766
Cl 4.317 -8.898 4.358
Cl 6.479 -8.381 6.204
C -10.140 -4.227 0.238
Cl -11.380 -3.467 -0.771
Cl -10.758 -5.745 0.898
Cl -8.703 -4.555 -0.734
Cl -9.713 -3.140 1.567
C 3.435 2.333 -10.280
Cl 4.865 1.317 -10.035
Cl 3.832 3.644 -11.406
Cl 2.125 1.352 -10.956
Cl 2.925 3.018 -8.742
C -8.245 -7.296 4.004
Cl -7.946 -6.675 2.380
Cl -9.698 -8.308 3.988
Cl -6.861 -8.261 4.535
Cl -8.482 -5.942 5.117
C -0.176 3.917 -13.410
Cl 1.351 3.653 -14.265
Cl 0.142 4.673 -11.846
Cl -1.217 4.975 -14.377
Cl -0.985 2.364 -13.163
C 9.260 1.951 9.160
Cl 9.637 3.463 8.321
Cl 8.099 2.273 10.455
Cl 8.566 0.792 8.024
Cl 10.744 1.276 9.852
C 10.509 1.991 4.094
Cl 11.803 1.876 2.891
Cl 9.098 2.770 3.369
Cl 10.071 0.370 4.641
Cl 11.069 2.951 5.473
*
```

**Total energy**: -25825.47871 Ha
**HOMO level**: -5.4 eV